The following is a DFT calculation (ωB97M-V with the def2-TZVPD basis set) of 16 unconnected molecules or ions with the total composition C71H185N21O27 in a non-equilibrium geometry.

```
304
Properties=species:S:1:pos:R:3:forces:R:3
H -13.9333 -3.2288 1.3017 0.400 0.442 0.314
H 8.6807 -2.0729 -3.5605 0.004 -0.468 -0.208
H -8.1334 -3.5084 -0.9365 -0.260 0.218 -0.363
C 4.8701 -0.4413 -4.1522 -0.244 -1.542 -0.607
C 5.4821 3.0050 -1.5895 2.182 -1.106 0.111
C -6.9728 -8.1099 2.1583 -1.405 1.337 -0.960
H 5.7950 -0.3280 -3.6102 0.007 0.235 0.592
C 0.4981 5.5815 -1.6827 0.616 -0.439 -0.276
H -4.2424 4.1501 4.5593 0.018 0.551 0.431
H 4.7553 6.1789 -0.2618 -0.230 0.110 -0.140
H 0.5960 -0.8292 0.4869 0.204 0.374 -0.271
H 9.2056 5.5070 -0.3243 0.367 -0.004 -0.095
H 1.0458 7.0515 -0.2644 1.013 1.030 0.326
H -4.3935 -4.1049 5.9475 -0.171 -0.742 -0.859
C 1.5669 -3.9998 0.8521 -2.095 1.397 -1.340
H 3.1149 -8.2122 -3.4866 -0.196 -0.103 -0.146
H 3.4962 2.5161 1.7878 0.807 -0.364 0.325
H -3.4950 6.7300 0.8797 -0.277 0.335 0.427
H 2.4702 5.2724 8.4544 -1.282 0.018 0.418
H -5.6479 -6.0161 -1.0795 0.097 0.149 -0.352
H -2.0910 3.4245 6.3318 0.931 0.020 0.050
N -3.9036 -1.9837 -4.9950 0.077 1.409 1.346
O -4.5836 -2.2030 -2.8127 -0.252 1.337 -1.017
H -11.5352 -2.5550 1.7763 -0.323 -0.011 -0.170
N 1.3174 1.4354 -5.4283 -1.514 -0.704 0.268
H -10.6256 -3.3295 3.0839 -0.068 0.044 -1.009
H 1.1083 -3.3210 1.5675 0.453 0.400 0.342
H 0.0916 4.9065 3.4870 0.148 -0.407 0.384
H -3.3260 -0.4832 0.6790 0.069 0.108 -0.012
C -1.7849 4.9942 -2.3608 -1.084 -0.242 0.086
C 2.6307 -3.2949 -3.7977 -1.608 -0.965 -0.561
C 8.7406 -2.1658 -2.4712 -1.258 0.865 0.495
H -4.5576 -4.4046 4.1654 -1.670 0.005 -1.720
C -1.2651 -7.7617 -2.2825 -1.121 1.736 -0.834
C 10.6726 9.3365 -0.4978 -1.294 1.464 -0.203
H 3.1857 -0.8924 0.8240 -0.690 0.583 -0.769
H 3.9705 -6.0827 -1.2468 0.320 0.462 0.399
H 1.0186 4.9141 9.5491 0.286 -0.497 0.415
H -0.4447 -2.5140 2.9259 0.039 -0.185 -0.096
H -5.6466 3.9688 0.1250 -0.237 0.421 0.297
C 3.1461 -0.1572 -0.0410 1.819 0.209 1.253
C -0.5048 3.9975 7.6590 0.927 -0.218 0.287
N -0.9017 -1.0371 -3.5477 -0.782 -1.694 0.628
H 5.5528 4.0194 -3.3934 -0.072 -0.491 0.450
H 1.4324 5.1091 -1.9922 0.476 0.098 0.498
H -3.9515 0.9033 -0.2692 0.305 -1.080 -0.291
H -3.5526 -1.3089 -5.6240 0.176 0.454 -0.939
H -5.3143 2.7102 -2.9764 0.408 0.866 0.284
H -5.0491 2.6276 2.0745 0.150 0.879 -0.266
H 0.9665 -4.5644 -3.6887 -0.273 -0.094 1.339
C -11.7858 -4.7265 1.9727 0.534 0.278 -0.573
H -1.4841 0.6590 1.0806 0.315 0.019 -0.598
H -0.5848 -10.1996 -2.0187 -0.426 0.259 -0.019
C -1.2379 -4.5754 -1.5029 0.575 -0.589 0.066
N 0.1242 2.4500 -3.6528 0.641 -0.643 -0.530
H 11.1515 7.3636 -1.2730 -1.378 0.879 0.464
C 0.9742 0.7429 6.8687 -1.097 -1.458 1.176
H -0.6702 3.9885 -1.0107 0.506 0.800 -0.391
H 8.0360 -4.0461 -2.1304 0.750 -1.743 -0.442
O 6.1349 2.7935 -0.5551 -0.784 0.491 0.070
C -4.1622 7.6145 0.9001 0.345 0.219 -1.410
H 1.7089 -4.0915 -6.4452 -0.266 -0.049 0.602
O 5.7925 -5.0932 -1.6458 -0.618 1.436 0.830
O 3.0020 1.1822 0.4887 -0.952 -1.405 -0.512
H -2.1989 -7.5666 -1.6885 0.714 0.103 -0.125
H 0.7040 1.5989 0.3480 -0.378 0.391 -0.237
H 0.0486 -2.5682 -5.3564 0.049 0.671 0.026
H -2.8914 3.2313 -1.6310 0.089 -0.293 0.001
C 0.4965 6.1461 -0.2865 -1.801 0.032 -0.422
O 9.5488 10.2760 -0.7343 1.094 -0.524 0.515
H -7.4168 -11.9188 0.7299 0.091 0.538 0.086
O -2.9911 -3.2854 4.8678 0.114 0.717 -0.904
N -1.5604 -1.0054 3.7852 -0.114 -0.827 1.337
O 2.3031 2.9155 -4.0613 1.376 0.653 0.701
H -2.7431 -2.9869 2.7472 -0.724 -0.178 0.558
N -5.7077 4.6909 2.1120 0.885 -0.300 1.160
C -14.0720 -4.1494 1.8763 0.466 -0.286 -1.745
H 3.8213 -5.3717 -5.5249 -0.779 0.805 -0.110
C -9.0315 -2.8962 -1.1539 1.315 1.286 1.680
H -7.7920 -0.6541 -2.3568 0.057 0.301 -0.617
C -3.9147 -4.3395 4.9691 2.051 -0.035 3.048
H -6.7923 -1.7653 -1.4107 0.096 0.409 0.176
H 3.4402 -3.9894 -3.8521 0.779 -0.538 0.453
H 6.9967 3.9858 -2.5661 -0.543 -0.451 0.427
C -0.3601 -9.5696 -1.1523 0.095 0.143 0.557
H 3.2535 5.2421 4.2242 -0.406 -0.959 -0.366
C -2.0545 3.5332 2.2473 0.061 -0.815 -1.217
H -0.4416 3.0799 8.3164 -0.750 0.995 -0.331
H 3.3803 -1.9683 -5.4915 -0.435 -0.585 0.242
H 4.5006 -7.2343 -3.7152 -0.326 0.407 -0.674
H -6.9613 6.1356 0.2346 0.644 -0.193 0.146
O -2.0792 0.1302 -0.8826 -0.041 0.310 1.073
H 3.8373 6.8041 3.7728 0.505 0.135 0.232
H 4.5237 -3.4597 -1.4230 -1.153 0.223 -0.263
C -7.3592 -11.6839 1.8125 -1.638 -0.321 -1.195
C 10.1202 -2.4329 -2.0268 2.243 -0.191 0.447
H -7.7726 -7.0971 -0.5690 1.018 0.671 0.992
H -0.1109 7.0939 4.5193 0.081 0.287 -0.559
C -5.1925 3.4754 2.7809 -0.261 -0.637 -0.076
O -0.2152 -8.1932 -1.4739 0.152 -0.893 -0.514
H -0.6492 -2.0038 -3.1716 -0.119 1.790 -1.033
H -5.5720 6.3383 -0.8174 0.383 0.097 0.071
H -0.4895 2.7339 5.8976 -0.232 0.452 0.172
H 2.4291 4.4268 1.6214 0.292 -0.120 0.199
H -7.5559 -9.4018 0.4446 0.173 0.150 0.132
H 7.8693 4.8876 3.9401 0.574 0.479 1.549
C -1.0935 -0.8991 -4.9139 2.432 -2.505 1.922
C -1.0800 -2.4060 3.8072 0.325 -0.189 0.246
N 1.4014 -3.9410 -4.3317 0.769 2.174 -0.261
H -11.9398 -5.0281 0.9019 -0.282 0.130 0.837
H 7.1360 6.8109 0.6391 0.495 -0.614 -0.204
H -1.6485 4.7579 4.7442 0.253 0.161 0.236
C -0.4259 -0.0965 3.6666 -1.007 0.207 -0.443
H 10.2700 -2.0054 -1.0161 -0.354 -0.766 -0.073
H -4.2332 0.4423 -2.8469 0.117 -0.759 -0.260
H -1.6256 2.0102 -0.1208 -0.203 -0.415 0.479
N 6.0867 3.5345 -2.6714 1.243 2.068 -1.877
H 2.2624 -3.3977 0.1897 -0.747 -0.970 0.414
C -10.1493 -3.3784 -0.3328 -0.035 0.081 2.700
H -1.9666 -4.1446 -2.2080 0.377 0.559 0.312
H -8.7016 -9.4605 1.7987 0.472 0.402 -0.047
H 4.8523 1.3555 1.2764 -1.085 0.144 1.453
H -4.2972 -3.9978 -0.6530 -0.281 0.156 0.285
H 0.4187 6.3803 -2.4182 -0.598 0.104 -0.038
H -3.7230 2.5900 4.1112 0.449 -0.411 -0.263
O 2.6158 -6.4842 -4.3693 -0.411 -0.401 0.270
H 7.9635 1.6829 1.7069 0.095 -0.390 -0.435
H -2.6649 2.7048 1.8235 0.561 0.180 0.378
H 0.9454 6.5895 5.8096 -0.314 -0.027 -0.058
N -0.3425 -1.6760 -5.6949 1.049 -1.585 0.535
C -7.6220 -9.3547 1.5441 -0.270 -0.254 0.437
H -9.3338 -2.9852 -2.1583 -0.005 0.079 -1.641
H -4.0112 8.0918 -0.1150 -0.199 -0.233 0.907
O 6.4076 6.8256 -1.2305 -1.151 0.981 -1.739
C 7.2127 6.1864 -0.2887 -0.310 1.168 0.579
H -7.2883 -8.0614 3.2103 0.893 -0.387 -0.118
H -4.2202 -2.8317 -5.3693 -0.510 -1.149 0.105
H -0.5446 6.4187 -0.0383 0.192 0.060 -0.185
H 10.4259 -3.5511 -2.0271 -0.509 1.618 -0.052
H 3.3506 6.4187 5.4739 0.208 0.301 0.332
H 2.7039 4.6982 -0.1164 0.150 -0.761 -0.794
H 6.2472 -3.1040 -3.3298 0.162 0.185 0.984
C 2.7490 -5.6926 -5.5189 1.387 -0.642 -0.367
C -5.2847 4.8029 0.7569 -0.448 1.224 -1.461
H -4.7846 -3.2441 0.8252 -0.086 1.217 1.122
H -6.0618 4.2995 -3.2935 0.272 -0.021 -0.004
H 5.0515 -5.8663 0.2153 -0.068 0.784 0.424
H 2.0347 -4.7770 1.3816 0.823 -1.004 0.431
H -10.3755 -4.3448 -0.7105 -0.736 -0.898 -0.320
H -7.3405 -0.1231 -0.6844 0.276 -0.921 -0.954
C 3.0740 -2.0176 -4.4277 -0.436 2.760 0.356
H -2.1422 5.7955 -1.6700 -0.750 -0.589 -0.552
C 3.7724 1.4534 1.6435 0.995 1.574 -1.754
H -2.6057 3.1730 -3.3632 0.356 -0.779 -1.536
H -5.8895 -8.1439 1.9445 -0.279 -0.122 0.657
H 0.3788 -3.1699 -1.4815 0.257 -0.288 0.553
H 5.5070 -6.8917 -1.0610 -0.085 -0.936 0.076
H 8.4890 -1.1152 -2.1179 -0.004 -1.194 -0.205
H 5.2050 -0.6297 -5.1870 -0.400 0.167 0.010
C 0.1407 0.9863 -0.3813 0.518 0.367 0.916
H 0.5751 -9.9583 -0.7825 0.515 0.219 0.247
H -3.3030 -5.2662 5.0325 -0.692 0.075 0.105
H -1.0677 3.1806 2.6249 -0.728 0.025 0.091
H 0.0394 -0.4213 2.7173 0.504 0.350 0.549
C 12.1508 -1.2730 -2.1412 0.487 0.437 0.851
H 8.5808 5.9603 -1.9266 0.030 0.226 0.148
H 1.4384 0.2622 4.6150 0.564 1.005 -0.214
O -5.5285 7.2635 1.0654 0.909 -0.196 -0.063
H 3.7489 -8.0800 -5.1073 0.124 -0.201 -0.880
H -1.8491 4.1894 1.4067 0.300 0.165 -0.278
H 2.3588 -3.0424 -2.7894 0.365 -0.063 0.688
C 3.5498 -7.5258 -4.2158 0.129 -0.011 1.733
C -7.2625 -6.4399 0.2184 -0.520 -0.594 0.631
N 7.8253 -3.1364 -1.8483 0.111 2.221 -0.182
C -3.3944 -0.0868 -0.3442 0.164 0.541 0.202
H 3.8834 2.6302 -2.7480 -0.855 0.034 -0.394
O -6.9147 -10.4235 2.1306 0.818 0.402 0.015
O 0.8522 5.2411 0.6961 0.736 -0.645 0.329
H -0.8264 0.9364 3.4751 0.513 -0.741 0.404
C -2.8206 3.8042 -2.5593 -1.207 3.552 2.611
H 7.2288 3.0737 1.0070 -0.639 0.198 -1.419
H 1.4521 -0.2229 7.1297 -0.052 0.336 -0.091
H -1.9319 -4.3755 3.4553 0.084 0.274 0.277
H -0.6358 1.7940 -3.7120 0.119 -0.241 -0.285
C -0.2765 -3.6561 -0.7364 -0.808 -1.001 0.230
H 2.7409 6.0715 0.9180 -0.261 -0.494 0.369
H -7.6843 -5.4414 0.0927 -0.473 -0.090 0.160
C 3.1389 6.2876 4.4176 -0.535 0.862 -0.019
H -3.3757 0.3073 -4.3459 -0.687 -0.289 0.390
N -0.8605 4.7692 5.3888 -0.352 0.938 -1.450
H 7.1012 5.1774 2.5161 -0.679 0.057 -0.895
H -4.2062 4.7869 0.6069 0.495 0.018 0.102
H -0.8277 -2.8894 -0.2195 -0.025 0.447 0.627
C 6.4606 -2.8809 -2.2395 -0.703 0.780 -0.372
N -0.5073 4.5661 -1.8554 -0.659 -1.827 -0.050
H -1.1551 4.8202 8.0278 0.441 -0.506 0.251
H 0.0896 3.1243 -2.8885 0.061 0.256 -0.120
H 1.6718 1.3481 6.3689 1.159 1.115 -0.286
H 13.0403 -1.1571 -2.7967 -0.841 0.395 0.121
H -14.2172 -4.8764 1.0255 -0.109 0.077 1.093
C 0.4745 -0.1409 4.8812 0.824 -0.550 -1.777
H 8.7757 12.0153 -0.1429 -2.339 0.833 -0.457
C -5.1146 3.7524 -3.3555 -0.463 -0.645 0.522
H 11.8781 -0.3372 -1.5567 0.841 -0.889 -0.512
C 1.3114 2.2729 -4.3228 -1.670 -0.503 -1.170
O -12.9734 -4.4990 2.6935 -0.980 -0.093 -0.331
C -5.8497 6.1694 0.2286 -1.204 -1.026 -0.132
H -5.2239 -7.1325 0.1370 0.571 -0.600 0.464
H 0.5316 0.8653 -5.7721 0.501 0.794 0.737
H 4.2196 0.4084 -4.0869 -0.142 0.806 -0.045
C 0.3402 4.9995 4.5654 -0.481 0.277 -0.738
H -1.7969 -0.7851 -3.1349 0.413 0.332 0.695
H -6.7033 -12.4104 2.1953 0.900 -0.792 0.875
H -6.0389 3.0543 3.3474 0.445 0.234 0.539
H -4.8499 3.6088 -4.3813 0.130 0.025 -0.979
H -3.8569 8.3214 1.6697 -0.127 -0.147 0.048
C 9.6907 11.5412 -0.1531 1.520 0.326 0.328
C -3.9443 3.5709 3.7039 -0.700 0.929 -0.490
C 10.2746 8.1081 -1.2153 0.409 -1.541 -0.852
H 6.7830 5.2177 -0.0798 0.283 -0.751 0.017
H -9.1183 -2.7727 1.3257 -0.323 -0.258 0.138
H 2.1502 -1.4283 -1.4639 0.135 0.448 0.058
H 0.0531 -6.7107 -3.7313 -0.577 -0.567 0.351
H 3.8256 2.1480 -1.0340 -0.723 -0.269 -0.100
O 0.8618 4.4389 7.5357 -0.468 -0.411 -0.451
H 0.7403 -5.3047 -5.5994 -1.345 -0.712 -0.503
O -1.7986 -0.0657 -5.3856 -2.225 3.170 -1.267
H 0.6179 1.1734 7.8159 -0.082 0.075 -0.610
H 0.2550 1.4534 -1.3649 -0.072 -0.220 0.080
O -2.8045 4.2682 3.1518 -1.196 -0.255 1.067
H -1.6149 -8.4642 -3.0513 0.503 -0.441 0.135
H -5.9831 -3.7304 -0.4562 -0.664 0.644 0.151
H 8.3228 8.2438 -0.6617 0.501 -0.180 -0.111
C -7.5753 -0.9971 -1.3607 -0.515 0.383 1.436
H 2.3090 -1.2137 -4.2200 0.058 -0.776 -0.854
H 10.7843 9.1616 0.5911 0.279 0.291 -0.612
H 6.3201 -1.7699 -2.0986 -0.354 -1.184 -0.013
H 10.3807 12.2845 -0.5870 0.195 -0.709 -0.711
N 9.0940 7.5782 -0.5728 -0.025 0.344 0.124
H -2.0103 -0.8646 4.7062 0.098 0.163 -0.737
H 5.0231 7.8851 -0.0702 0.081 0.158 -0.359
O -5.1961 -5.1913 0.7353 -0.202 -0.838 1.509
C -5.1021 -3.9494 0.1210 1.117 -1.409 -2.466
O -8.7660 -1.5245 -0.7742 0.089 -1.029 -0.390
H -7.5391 -6.0536 2.1570 0.203 -0.138 0.746
C -5.7682 -6.2255 -0.0160 -0.536 -0.046 -1.286
C 5.0805 7.0775 -0.8174 0.569 -1.232 1.957
N 7.6899 4.5816 3.0362 -0.315 -0.034 -1.394
C -4.2698 -1.4639 -3.7583 0.617 -0.966 0.521
H -8.3747 -11.8572 2.1975 0.047 -0.070 0.116
C 5.0048 -5.9646 -0.8580 0.196 -1.029 -1.442
C -10.9401 -3.4399 2.0087 0.985 -0.668 1.112
H 4.3690 7.2162 -1.6060 0.132 0.308 -0.791
H 3.4562 0.9426 2.5434 0.192 -0.740 0.052
N 0.6657 -0.3258 -0.3987 1.970 -1.684 -1.361
C 2.2601 5.0760 0.7777 -0.289 1.308 0.588
O 1.9073 6.8853 4.0681 -0.451 -0.122 -1.158
H 0.7984 -1.1458 5.1429 -0.470 -0.618 0.069
H 10.0878 8.4057 -2.2664 0.045 -0.172 0.129
O 0.3967 -4.5893 0.1850 1.149 1.662 -0.956
C 5.5517 -3.7026 -1.3275 1.803 -0.172 -0.232
C 8.0263 3.2669 2.8400 -0.039 0.673 1.136
C -0.9927 3.6567 6.2617 -0.254 -1.306 0.447
H 2.7025 -6.3053 -6.4498 -0.374 0.143 0.392
H 11.5011 9.7410 -1.0560 0.879 0.379 0.513
N -4.0986 -0.0770 -3.7134 0.136 -0.192 -0.051
O 4.1765 -1.5861 -3.6456 1.087 -0.150 0.173
H -0.4688 -2.7605 4.6887 -0.508 0.757 -0.555
H -1.8381 -5.1690 -0.7910 0.162 0.160 0.083
N -7.6142 -6.8900 1.6101 0.001 0.017 -1.917
H -1.7077 5.4361 -3.3489 0.393 0.229 -0.155
H -11.0008 -2.6804 -0.4009 0.085 -0.306 -0.149
H -14.9709 -4.0046 2.4468 -0.224 -0.333 0.476
H 2.1581 1.3079 -5.9394 0.668 0.202 0.021
C 0.7377 6.4563 4.7295 1.156 -0.360 2.289
O 11.0160 -1.6608 -2.8493 -0.599 -0.837 -0.646
H 5.9076 -3.4685 -0.3083 -0.310 -0.343 -0.085
C -0.8156 -6.4856 -3.0725 0.670 -0.138 0.132
H -0.5239 -1.5619 -6.6498 -0.174 -0.054 -1.392
O 8.7277 2.7952 3.7116 0.621 -1.259 0.343
C -1.2809 0.9604 0.0270 -2.034 0.503 -0.858
H 0.4867 -5.6710 -1.6092 -1.517 0.035 -1.180
C 2.0403 -0.4165 -1.0374 -1.534 -0.300 0.963
N 7.5263 2.5735 1.7954 0.446 0.181 1.306
C 8.6227 6.2578 -0.8609 -0.518 -0.873 0.698
N -0.2976 -5.3771 -2.2626 0.661 -0.963 0.063
O -0.0924 0.4943 5.9539 -0.077 0.562 1.234
H 12.4475 -2.0774 -1.4508 -0.033 0.282 0.164
N 4.2965 2.4950 -1.8531 -0.775 -0.128 1.095
H -11.2793 -5.5614 2.4795 0.119 0.362 -0.258
H 9.9551 11.5983 0.8903 0.396 -0.923 0.781
C -2.2502 -3.3361 3.6762 0.472 -0.249 -0.851
H -3.9144 -0.8667 -0.9355 0.238 0.728 0.003
H -1.0840 -9.6726 -0.3322 -0.181 -0.243 -0.384
H 2.0136 0.3280 -1.8502 0.323 -0.345 0.194
H 1.1775 4.3381 4.7975 -0.181 -0.097 0.192
C 1.5855 -4.6854 -5.5063 2.168 -0.297 -1.968
N -9.7505 -3.5580 1.1460 -0.472 0.764 -1.500
H -1.6185 -6.1514 -3.7804 0.373 -0.073 0.862
H 0.9306 6.2597 8.4891 0.232 0.121 -0.167
C 1.3455 5.2458 8.5708 0.607 0.562 -0.432
H 4.2104 -0.2493 -0.4175 -1.029 0.096 -0.345
O -4.1231 4.5118 -2.6983 1.277 -1.205 0.095
H -5.4310 5.5789 2.5827 -0.298 -1.139 -0.164
```
Forces are in eV/Å.

frontier orbital gap: 8.60 eV